Record 1
Density functional theory data (ωB97M-V/def2-TZVPD) for a cluster of 12 separate species, H24O12 in total at a distorted geometry.

Each line ends with the Löwdin charge.
Element x y z (Å)
O (-11.876119, 8.273312, -31.326535)  -0.05
H (-11.191035, 8.239723, -30.643469)  0.00
H (-12.644350, 7.997273, -30.868830)  0.00
O (-8.525661, 12.034653, -29.069112)  -0.03
H (-9.308565, 11.917153, -29.648402)  0.04
H (-8.778042, 11.649903, -28.242896)  0.02
O (-8.793976, 8.060676, -26.937543)  -0.04
H (-8.315712, 7.902383, -26.161357)  0.03
H (-8.575168, 7.204118, -27.380547)  0.00
O (-11.232709, 11.547386, -30.074679)  -0.05
H (-10.969047, 12.423022, -30.344278)  0.07
H (-11.659369, 11.239237, -30.906304)  0.11
O (-6.346292, 10.815403, -29.733192)  -0.10
H (-5.688628, 11.556145, -29.636650)  0.06
H (-7.196260, 11.232187, -29.527122)  -0.05
O (-11.969072, 12.550304, -27.629514)  -0.07
H (-11.711079, 12.014306, -28.394769)  -0.03
H (-11.217236, 13.112020, -27.414497)  0.03
O (-7.262315, 7.800463, -29.505954)  -0.02
H (-6.586427, 8.343764, -29.847963)  0.04
H (-7.619132, 7.358998, -30.294839)  0.09
O (-9.627486, 9.104028, -29.991572)  -0.07
H (-8.873254, 8.776499, -29.478776)  0.03
H (-9.932841, 9.904788, -29.522622)  0.03
O (-8.765338, 9.762388, -32.335735)  -0.05
H (-8.002801, 9.310955, -32.607875)  -0.01
H (-8.906137, 9.532419, -31.406746)  -0.04
O (-10.008378, 10.314518, -27.324406)  -0.05
H (-9.736016, 9.390177, -27.219896)  -0.01
H (-10.189619, 10.509842, -26.427659)  0.04
O (-13.479943, 9.617806, -28.472858)  -0.04
H (-13.909742, 9.335991, -27.659338)  0.04
H (-12.617419, 9.233319, -28.451730)  0.00
O (-8.236775, 5.756168, -28.050675)  -0.04
H (-7.764278, 6.340498, -28.630506)  -0.02
H (-7.571362, 5.242948, -27.531027)  0.10

Forces on atoms 1 to 3 (eV/Å):
O 1.0 0.3 -0.4
H 0.3 0.2 -0.3
H -1.5 -0.4 0.5

Results
Energy above the lowest of the compared OMol25 structures with the same formula, charge and spin = 1.624 eV
Structure (SMILES) = O.O.O.O.O.O.O.O.O.O.O.O
Net charge = 0
Lowest unoccupied orbital energy = 0.001 Ha
Gap between HOMO and LUMO = 10.51 eV
Total energy = -917.2657 Ha
Max |F| = 0.0479 hartree/bohr
HOMO level = -0.385 Eh

=====

Record 2
Density functional theory data (ωB97M-V/def2-TZVPD) for an isolated molecule of C3H2O3.

Each line ends with the Löwdin charge.
Element x y z (Å)
O (0.203658, 1.777023, 1.191044)  0.10
C (-0.256877, 0.668977, 1.097946)  -0.16
C (0.419049, -0.374084, 0.204088)  -0.30
O (1.270631, -1.123978, 0.614357)  0.14
C (-0.039897, -0.418041, -1.250787)  -0.15
O (-0.968954, 0.250638, -1.626234)  0.10
H (-1.149600, 0.339937, 1.664628)  0.14
H (0.521991, -1.120473, -1.895043)  0.14

Forces on atoms 1 to 3 (eV/Å):
O -0.2 -0.5 -0.1
C 0.2 0.5 0.1
C 0.4 -0.3 0.2

Results
Energy above the lowest of the compared OMol25 structures with the same formula, charge and spin = 1.581 eV
Structure (SMILES) = O=CC(=O)C=O
Net charge = 0
Lowest unoccupied orbital energy = -0.044 Ha
Gap between HOMO and LUMO = 8.86 eV
Total energy = -341.1787 Ha
Max |F| = 0.0116 hartree/bohr
HOMO level = -0.369 Eh

=====

Record 3
Density functional theory data (ωB97M-V/def2-TZVPD) for a cluster of 4 separate species, CH8O4 in total at a distorted geometry.

Each line ends with the Löwdin spin population.
Element x y z (Å)
O (0.694784, -1.644619, -1.182073)  0.47
C (1.860981, -1.303834, -1.313334)  0.07
H (2.524590, -1.817003, -2.024170)  0.05
H (2.226174, -0.309492, -1.177579)  0.04
H (-1.985312, 0.665850, 0.689402)  0.00
H (-0.538900, 0.910709, 0.555380)  0.00
O (-1.369664, 1.306937, 0.249271)  0.37
H (-3.778464, -1.462085, 1.453056)  0.00
H (-2.905048, -1.170355, 0.166255)  0.00
O (-3.088035, -0.932530, 1.045649)  0.00
H (2.310319, 2.512991, 0.875671)  0.00
H (2.088010, 1.580689, -0.195992)  0.00
O (1.960571, 1.662744, 0.858466)  0.01

Forces on atoms 1 to 3 (eV/Å):
O 2.4 0.8 0.5
C -2.9 -0.8 -2.1
H 0.2 -1.1 0.4

Results
Energy above the lowest of the compared OMol25 structures with the same formula, charge and spin = 1.005 eV
2S+1 = 2
Net charge = +1
Lowest unoccupied orbital energy (spin up / spin down) = -0.232 / -0.400 Ha
Gap between HOMO and LUMO (spin up / spin down) = 9.19 / 3.75 eV
Total energy = -343.3985 Ha
Max |F| = 0.1048 hartree/bohr
HOMO level (spin up / spin down) = -0.570 / -0.538 Eh

=====

Record 4
Density functional theory data (ωB97M-V/def2-TZVPD) for a structure of composition C19H42CaP2Si at a distorted geometry.

Each line ends with the Löwdin charge.
Element x y z (Å)
P (1.622454, 2.155597, -1.719217)  0.72
P (-1.374059, 0.132431, -1.530031)  0.89
C (0.231905, 2.072227, -2.972993)  -0.44
C (-1.126262, 1.848640, -2.339633)  -0.42
H (0.479580, 1.209017, -3.617677)  0.07
H (0.253160, 2.975474, -3.603461)  0.08
H (-1.300102, 2.552818, -1.518211)  0.05
H (-1.923600, 2.056644, -3.075585)  0.08
C (-0.830694, -1.292543, -2.575083)  -0.31
H (-0.838199, -2.162090, -1.900878)  0.04
H (0.147444, -1.191868, -3.077030)  0.03
H (-1.600264, -1.463342, -3.333806)  0.04
C (-3.121880, 0.145913, -2.184417)  -0.29
H (-3.121668, 0.359704, -3.266279)  0.05
H (-3.774342, 0.887490, -1.703960)  0.04
H (-3.609759, -0.822248, -2.039180)  0.04
C (3.007317, 2.936665, -2.650853)  -0.25
H (3.869205, 2.271144, -2.459258)  0.02
H (3.204672, 3.953863, -2.263955)  0.05
H (2.811820, 2.942556, -3.735622)  0.04
C (1.017499, 3.353144, -0.461783)  -0.26
H (-0.030245, 3.186167, -0.185595)  0.00
H (1.103851, 4.397517, -0.792073)  0.05
H (1.611986, 3.262638, 0.456301)  0.05
Ca (1.460207, -0.299567, -1.140290)  0.97
C (-4.190572, 0.364451, 1.070165)  -0.13
C (-3.200085, -0.520677, 1.020180)  -0.14
C (-1.891438, -0.438637, 1.783720)  -0.21
C (-1.682832, 0.764458, 2.710189)  -0.20
C (-1.652599, 2.089044, 2.031062)  -0.11
C (-2.705935, 2.929349, 1.988778)  -0.11
C (-4.160311, 2.642928, 2.246482)  -0.19
C (-4.603556, 1.172599, 2.248124)  -0.21
C (3.774232, 0.457328, -0.181875)  -0.34
H (-4.769271, 0.541444, 0.169594)  0.09
H (-3.166254, -1.262502, 0.205831)  0.09
H (-1.126642, -0.376069, 1.001074)  0.03
H (-1.660017, -1.321249, 2.400070)  0.12
H (-2.395566, 0.718233, 3.538779)  0.11
H (-0.697489, 0.638701, 3.173478)  0.12
H (-0.677283, 2.402941, 1.658149)  0.08
H (-2.496469, 4.000259, 1.851165)  0.10
H (-4.767506, 3.184669, 1.501340)  0.11
H (-4.454715, 3.010253, 3.246505)  0.12
H (-4.264847, 0.652012, 3.156140)  0.11
H (-5.703374, 1.203022, 2.286904)  0.12
H (3.734676, 0.346197, 0.912518)  -0.09
H (4.420593, 1.331336, -0.374305)  -0.08
H (4.322405, -0.440220, -0.543572)  -0.07
C (4.072509, -4.435398, -0.421430)  -0.21
Si (2.889024, -3.521354, 0.730329)  0.40
C (1.777773, -4.862606, 1.555282)  -0.21
C (3.939527, -2.641420, 2.029919)  -0.19
C (1.524770, -2.410143, 0.084031)  -0.46
H (4.387867, -5.397728, 0.022759)  0.03
H (4.986378, -3.862093, -0.635032)  0.02
H (3.583443, -4.649306, -1.381224)  0.02
H (2.120174, -5.904383, 1.435165)  0.01
H (1.617731, -4.692744, 2.633656)  0.02
H (0.794995, -4.783528, 1.056965)  0.01
H (4.104215, -1.574386, 1.835547)  0.00
H (3.406991, -2.742166, 2.983884)  0.02
H (4.929402, -3.103791, 2.138759)  0.02
H (0.718044, -2.943785, -0.466328)  -0.07
H (0.991984, -2.033028, 0.987794)  -0.04

Forces on atoms 1 to 3 (eV/Å):
P -0.7 1.6 -0.5
P -1.6 1.6 -0.7
C 0.6 0.9 -0.2

Results
Energy above the lowest of the compared OMol25 structures with the same formula, charge and spin = 0.000 eV
Net charge = 0
Lowest unoccupied orbital energy = -0.002 Ha
Gap between HOMO and LUMO = 6.36 eV
Total energy = -2398.7552 Ha
Max |F| = 0.0678 hartree/bohr
HOMO level = -0.235 Eh

=====

Record 5
Density functional theory data (ωB97M-V/def2-TZVPD) for a cluster of 2 separate species, H5P3 in total at a distorted geometry.

Each line ends with the Löwdin charge.
Element x y z (Å)
P (0.064217, 0.624598, -2.916048)  0.31
P (-1.820046, -0.294814, -0.544064)  0.32
P (0.172091, -0.735698, -1.226279)  0.09
H (1.387110, 0.449476, -3.256207)  -0.29
H (0.997391, -1.473299, 1.744639)  -0.02
H (-1.917220, -1.509785, 0.003396)  -0.22
H (-1.391998, 0.223289, 0.633934)  -0.20
H (1.571497, -1.503369, 2.151989)  0.02

Forces on atoms 1 to 3 (eV/Å):
P -0.7 -1.6 2.5
P -0.9 1.1 -1.7
P 0.7 1.9 -2.7

Results
Energy above the lowest of the compared OMol25 structures with the same formula, charge and spin = 1.143 eV
Net charge = 0
Lowest unoccupied orbital energy = -0.049 Ha
Gap between HOMO and LUMO = 7.62 eV
Total energy = -1026.9470 Ha
Max |F| = 0.0658 hartree/bohr
HOMO level = -0.329 Eh